The following is a quantum chemistry calculation of a structure of composition C27H35KN6O8, from the Open Molecules 2025 dataset.

Each line ends with the Mulliken charge.
Geometry (Å):
K 0.0250 0.1299 0.3292  1.085
O 3.8908 -0.8257 -1.3515  -0.854
C 3.0950 -0.9451 -0.3889  -0.136
O 1.9413 -1.4295 -0.4483  -0.519
C 3.6152 -0.3546 0.9488  0.062
C 3.6465 1.1681 0.7771  -0.592
C 4.4248 1.8602 1.9123  -1.083
C 3.3857 1.8395 3.0613  -1.005
C 2.2830 0.9970 2.4147  -0.095
O 2.2878 1.5259 1.0772  -0.063
C 2.7779 -0.4530 2.2602  0.422
C 1.7187 -1.5845 2.4029  -0.272
O 2.1791 -2.7251 2.5446  -0.832
O 0.5011 -1.2324 2.4532  -0.572
H 4.6220 -0.7512 1.0841  0.494
H 3.9076 1.4849 -0.2273  0.849
H 4.6874 2.8811 1.6299  0.286
H 5.3429 1.3215 2.1544  0.385
H 3.0165 2.8422 3.2814  0.389
H 3.7652 1.3927 3.9816  0.381
H 1.2889 1.0922 2.8457  0.381
H 3.4773 -0.6697 3.0727  0.446
O -0.6630 5.4742 0.8812  -0.752
C -0.5012 4.3622 0.3684  -0.215
N -1.2503 3.2629 0.4869  -0.044
C -2.5438 3.3143 0.8210  -0.177
O -3.3953 4.1683 0.5623  -0.761
C -3.0258 2.0838 1.5954  0.356
C -4.3404 2.0453 2.0532  -0.559
C -4.7590 0.9540 2.7945  -0.217
C -3.8547 -0.0630 3.0646  -0.916
C -2.5638 0.0540 2.5680  -0.471
N -2.1640 1.1008 1.8442  0.072
C 0.8159 4.1341 -0.3700  0.657
C 1.8618 5.0233 -0.1317  -0.530
C 3.0663 4.8337 -0.7818  -0.317
C 3.1813 3.7799 -1.6762  -0.700
C 2.0777 2.9616 -1.8625  0.036
N 0.9234 3.1169 -1.2221  -0.221
H -4.9869 2.8769 1.8117  0.475
H -5.7780 0.8978 3.1615  0.393
H -4.1368 -0.9354 3.6408  0.430
H -1.8061 -0.7053 2.7528  0.630
H 1.6925 5.8331 0.5639  0.455
H 3.9058 5.4952 -0.5968  0.377
H 4.1045 3.5772 -2.2043  0.366
H 2.1339 2.1244 -2.5511  0.386
C -4.1247 -2.4789 -1.5906  -1.770
C -3.0692 -3.1898 -0.7487  1.935
C -3.4832 -3.1613 0.7266  -1.744
C -2.9140 -4.6353 -1.2142  -1.982
N -1.8056 -2.4892 -0.9969  0.383
N -0.7551 -2.9533 -0.1716  -0.653
H -5.0946 -2.9712 -1.4873  0.441
H -3.8360 -2.4853 -2.6434  0.353
H -4.2376 -1.4385 -1.2744  0.392
H -4.4319 -3.6858 0.8738  0.499
H -3.6071 -2.1319 1.0700  0.223
H -2.7252 -3.6434 1.3456  0.395
H -3.8319 -5.2011 -1.0315  0.442
H -2.0902 -5.1053 -0.6780  0.399
H -2.6894 -4.6600 -2.2828  0.357
H -1.9595 -1.4791 -0.9293  0.008
H 0.1404 -2.7317 -0.5959  0.240
H -0.7512 -2.5441 0.7613  0.205
C 1.9061 -2.1341 -3.6592  -0.810
N 0.6017 -1.5202 -3.5285  0.233
C -0.5394 -2.2119 -4.0768  -0.885
C 0.4389 -0.4300 -2.7487  0.407
O -0.6346 0.0794 -2.4559  -0.681
H 1.8661 -3.1644 -3.2936  0.281
H 2.6332 -1.6025 -3.0407  0.211
H 2.2258 -2.1478 -4.7076  0.289
H -0.5706 -3.2379 -3.7009  0.282
H -0.4912 -2.2366 -5.1717  0.374
H -1.4419 -1.7012 -3.7551  0.162
H 1.3982 -0.0422 -2.3833  0.101

Results
E_tot = -2580.4376 a.u.
orbital gap = 7.126 eV
charge = -2
relative energy (zero: lowest compared OMol25 entry of this formula, charge and spin) = 14.1 kcal per mole
2S+1 = 1